Entry w
Density functional theory data (ωB97M-V with the def2-TZVPD basis set) for 2 unconnected molecules or ions with the total composition C3H8NS.

Lowest unoccupied orbital energy   -6.37 eV
Frontier orbital gap   4.9 eV
Net charge   +1

Last column: natural (NBO) charge in e.
Cartesian coordinates (Å):
C1 -0.15 0.08 -3.39  0.17
C2 -0.71 0.34 2.82  -0.27
C3 0.66 0.62 3.34  -0.70
N1 -0.28 -1.15 -3.74  -0.55
S1 -1.09 -0.20 1.40  0.04
H1 -1.00 0.72 -3.29  0.24
H2 0.68 0.35 -2.68  0.25
H3 -1.50 0.68 3.66  0.21
H4 1.44 0.84 2.44  0.22
H5 1.14 -0.14 4.00  0.26
H6 0.57 1.61 3.98  0.24
H7 0.43 -1.84 -3.80  0.45
H8 -1.11 -1.40 -4.27  0.44



Entry x
Density functional theory data (ωB97M-V with the def2-TZVPD basis set) for 2 unconnected molecules or ions with the total composition C3H8NS.

Lowest unoccupied orbital energy   -4.15 eV
Frontier orbital gap   8.4 eV
Net charge   +1

Last column: natural (NBO) charge in e.
Cartesian coordinates (Å):
C1 -2.54 0.34 -0.11  -0.49
C2 -1.82 -0.94 0.29  -0.48
C3 -1.12 0.30 0.14  -0.04
N1 3.08 0.17 -0.14  -0.91
S1 0.18 1.17 0.23  0.02
H1 -3.04 0.52 -1.11  0.27
H2 -3.23 0.87 0.59  0.27
H3 -2.05 -1.48 1.28  0.28
H4 -1.60 -1.62 -0.60  0.26
H5 3.73 0.72 0.42  0.45
H6 2.78 -0.69 0.36  0.46
H7 2.19 0.72 -0.20  0.44
H8 3.45 -0.07 -1.14  0.47



Entry y
Density functional theory data (ωB97M-V with the def2-TZVPD basis set) for a gas-phase ion, C3H8NS (charge +1).

Lowest unoccupied orbital energy   -5.67 eV
Frontier orbital gap   8.4 eV
Net charge   +1

Last column: natural (NBO) charge in e.
Cartesian coordinates (Å):
C1 -1.09 0.70 0.22  -0.05
C2 1.38 0.72 -0.19  -0.44
C3 0.21 -1.47 0.15  -0.46
N1 0.26 -0.05 0.18  -0.29
S1 -2.53 -0.04 -0.06  0.35
H1 -1.01 1.79 0.20  0.26
H2 1.18 1.22 -1.11  0.22
H3 2.41 0.16 -0.34  0.27
H4 1.44 1.42 0.60  0.23
H5 -0.74 -2.03 0.17  0.25
H6 0.74 -1.53 1.12  0.25
H7 0.93 -1.91 -0.69  0.25
H8 -3.18 1.02 -0.25  0.15



Entry z
Density functional theory data (ωB97M-V with the def2-TZVPD basis set) for a gas-phase ion, C3H8NS (charge +1).

Lowest unoccupied orbital energy   -5.71 eV
Frontier orbital gap   8.4 eV
Net charge   +1

Last column: natural (NBO) charge in e.
Cartesian coordinates (Å):
C1 2.21 1.02 -0.73  -0.42
C2 -0.28 -0.62 0.22  0.12
C3 -1.40 -0.33 1.27  -0.70
N1 -0.66 -0.53 -1.08  -0.77
S1 1.09 1.15 0.41  0.44
H1 2.43 0.20 -1.41  0.23
H2 3.00 1.84 -0.76  0.26
H3 0.35 -1.50 0.51  0.24
H4 -2.06 -1.14 1.27  0.26
H5 -2.08 0.54 1.08  0.25
H6 -1.05 -0.06 2.36  0.27
H7 -1.51 -0.10 -1.15  0.40
H8 -0.05 -0.48 -2.00  0.43



Stability, lowest: entry y



Entry w
Density functional theory data (ωB97M-V with the def2-TZVPD basis set) for 2 unconnected molecules or ions with the total composition C3H8NS.

Lowest unoccupied orbital energy   -5.73 eV
Frontier orbital gap   7.9 eV
Net charge   +1

Last column: natural (NBO) charge in e.
Cartesian coordinates (Å):
C1 2.52 -1.07 0.25  -0.07
C2 1.43 -0.19 0.35  -0.37
C3 0.54 0.13 -0.61  0.23
N1 -0.45 0.99 -0.48  -0.59
S1 -2.85 -0.17 0.14  -0.33
H1 3.09 -1.35 1.15  0.23
H2 2.87 -1.42 -0.66  0.20
H3 1.35 0.10 1.34  0.24
H4 0.43 -0.27 -1.56  0.22
H5 -0.64 1.51 0.40  0.43
H6 -1.22 0.87 -1.07  0.43
H7 -3.41 0.26 1.35  0.20
H8 -3.65 0.61 -0.59  0.17



Entry x
Density functional theory data (ωB97M-V with the def2-TZVPD basis set) for a molecular structure, C3H8NS.

Lowest unoccupied orbital energy   -4.86 eV
Frontier orbital gap   8.9 eV
Net charge   +1

Last column: natural (NBO) charge in e.
Cartesian coordinates (Å):
C1 0.36 -0.75 1.53  -0.35
C2 -0.50 -0.96 -1.07  -0.70
C3 0.37 -0.12 -0.30  -0.02
N1 0.01 1.31 -0.09  -0.73
S1 -0.12 0.27 2.63  0.22
H1 0.97 -1.55 2.00  0.26
H2 0.14 -1.77 -1.50  0.29
H3 -0.83 -0.40 -2.06  0.24
H4 -1.48 -1.09 -0.59  0.26
H5 1.42 0.08 -0.59  0.23
H6 -0.34 1.43 0.91  0.42
H7 -0.81 1.64 -0.58  0.44
H8 0.81 1.90 -0.31  0.45



Stability, lowest: entry x



Entry w
Density functional theory data (ωB97M-V with the def2-TZVPD basis set) for a molecular structure, C6H11N2.

Lowest unoccupied orbital energy (alpha / beta)   -5.61 / -5.61 eV
Frontier orbital gap (alpha / beta)   8.0 / 8.0 eV
Net charge   +1

Last column: natural (NBO) charge in e.
Cartesian coordinates (Å):
C1 0.12 0.04 -1.83  0.19
C2 0.58 1.28 -1.30  -0.15
C3 0.66 0.57 0.11  0.29
C4 1.77 0.52 1.07  -0.65
C5 -1.77 1.30 0.56  -0.43
C6 -0.05 -1.97 -0.30  -0.44
N1 -0.42 1.38 0.37  -0.21
N2 0.19 -0.65 -0.68  -0.28
H1 -0.30 -0.41 -2.70  0.25
H2 0.79 2.15 -1.76  0.26
H3 2.71 -0.12 0.80  0.26
H4 1.30 -0.07 1.98  0.24
H5 2.22 1.44 1.42  0.28
H6 -1.92 1.26 1.62  0.26
H7 -2.21 2.11 0.11  0.25
H8 -2.31 0.30 0.20  0.16
H9 0.71 -2.78 -0.71  0.25
H10 -1.02 -2.26 -0.79  0.24
H11 -0.14 -2.07 0.74  0.24



Entry x
Density functional theory data (ωB97M-V with the def2-TZVPD basis set) for a gas-phase ion, C6H11N2 (charge +1).

Lowest unoccupied orbital energy   -3.85 eV
Frontier orbital gap   8.8 eV
SMILES string   N[C@]12C[C@@]1([NH3+])[C@@H]1C[C@@H]12
Net charge   +1

Last column: natural (NBO) charge in e.
Cartesian coordinates (Å):
N1 -1.10 0.67 -1.68  -0.85
C1 -0.89 0.02 -0.50  0.19
C2 -1.47 0.42 0.76  -0.41
C3 0.00 0.42 0.57  0.05
N2 0.81 1.66 0.53  -0.73
C4 0.64 -0.94 0.84  -0.27
C5 1.26 -1.55 -0.39  -0.44
C6 -0.18 -1.70 -0.18  -0.19
H1 -0.31 0.89 -2.31  0.39
H2 -1.92 0.42 -2.33  0.42
H3 -1.80 1.35 0.97  0.23
H4 -1.92 -0.29 1.52  0.25
H5 0.99 2.20 1.53  0.47
H6 0.27 2.25 -0.17  0.47
H7 1.87 1.41 0.29  0.47
H8 0.86 -1.05 1.86  0.23
H9 1.67 -2.58 -0.14  0.26
H10 1.78 -0.91 -1.18  0.22
H11 -0.58 -2.69 0.01  0.25



Stability, lowest: entry w



Entry w
Density functional theory data (ωB97M-V with the def2-TZVPD basis set) for a gas-phase ion, C6H11N2 (charge +1).

Lowest unoccupied orbital energy (alpha / beta)   -7.05 / -7.05 eV
Frontier orbital gap (alpha / beta)   7.7 / 7.7 eV
SMILES string   CCN1C[C@H](C)C#[N+]1
Net charge   +1

Last column: natural (NBO) charge in e.
Cartesian coordinates (Å):
C1 -2.99 -0.40 -0.19  -0.60
C2 -1.75 0.49 -0.13  -0.28
N1 -0.69 -0.04 0.50  -0.04
C3 0.64 0.63 0.52  -0.25
C4 1.84 -0.43 0.47  -0.27
C5 2.91 0.10 -0.48  -0.59
C6 0.89 -1.41 -0.12  0.55
N2 -0.27 -1.64 -0.14  -0.25
H1 -3.28 -0.46 0.78  0.22
H2 -3.83 0.02 -0.75  0.26
H3 -2.49 -1.44 -0.49  0.25
H4 -1.44 0.85 -1.09  0.20
H5 -2.03 1.43 0.60  0.34
H6 0.54 1.19 1.48  0.26
H7 0.62 1.34 -0.32  0.22
H8 2.11 -0.94 1.32  0.27
H9 3.35 0.98 -0.08  0.25
H10 2.38 0.50 -1.29  0.22
H11 3.49 -0.79 -0.59  0.24



Entry x
Density functional theory data (ωB97M-V with the def2-TZVPD basis set) for 2 unconnected molecules or ions with the total composition C6H11N2.

Lowest unoccupied orbital energy   -5.06 eV
Frontier orbital gap   9.3 eV
Net charge   +1

Last column: natural (NBO) charge in e.
Cartesian coordinates (Å):
C1 0.40 -0.19 -2.85  -0.44
C2 0.81 -0.60 -1.73  0.15
C3 0.45 0.57 0.58  0.66
C4 -1.63 1.02 1.56  -0.59
C5 1.62 -0.99 -0.69  -0.52
C6 -0.92 0.19 0.55  -0.23
N1 1.17 1.35 1.14  -0.51
N2 -0.95 -1.26 0.65  -0.74
H1 0.92 -0.66 -3.67  0.29
H2 -2.61 1.27 1.39  0.25
H3 -1.60 0.53 2.53  0.23
H4 -1.02 1.95 1.75  0.23
H5 1.41 -1.89 -0.24  0.23
H6 2.68 -0.63 -0.43  0.28
H7 -1.34 0.49 -0.39  0.25
H8 2.07 1.62 1.40  0.46
H9 -0.30 -1.67 -0.11  0.37
H10 -0.50 -1.44 1.54  0.36
H11 -0.65 0.34 -2.99  0.28



Entry y
Density functional theory data (ωB97M-V with the def2-TZVPD basis set) for a gas-phase ion, C6H11N2 (charge +1).

Lowest unoccupied orbital energy   -7.79 eV
Frontier orbital gap   6.5 eV
Net charge   +1

Last column: natural (NBO) charge in e.
Cartesian coordinates (Å):
C1 2.79 0.07 -0.40  -0.62
C2 1.64 0.26 0.60  -0.38
C3 0.39 0.97 0.08  -0.42
C4 -0.79 0.05 -0.23  0.06
C5 -0.48 -1.20 -0.09  0.17
N1 -2.73 -1.19 0.77  -0.63
C6 -3.00 -0.23 0.03  0.38
N2 -2.02 0.75 -0.50  -0.60
H1 3.44 -0.69 0.04  0.24
H2 2.43 -0.33 -1.34  0.20
H3 3.45 0.94 -0.51  0.24
H4 2.11 0.72 1.47  0.25
H5 1.27 -0.75 0.90  0.19
H6 0.64 1.28 -0.95  0.25
H7 -0.06 1.67 0.78  0.26
H8 -0.96 -2.17 -0.28  0.30
H9 -2.03 -1.05 1.51  0.42
H10 -3.96 0.11 -0.35  0.22
H11 -2.14 0.80 -1.52  0.43



Stability, lowest: entry y